Entry from the Open Molecules 2025 dataset: a molecular structure, C33H37ClInN4 at a distorted geometry (ωB97M-V with the def2-TZVPD basis set).

```
76
Properties=species:S:1:pos:R:3:forces:R:3
In 0.062377 -0.229903 1.020939 0.894 1.616 1.289
N -1.049607 -3.089528 2.494642 0.452 -1.408 0.670
N 2.033568 -2.184646 0.170077 -1.300 1.235 1.202
C 0.611586 2.654612 1.252401 0.764 -0.588 1.278
C 1.955940 2.148005 1.330827 -1.424 -0.066 0.862
C 2.103813 1.464057 2.573029 -1.409 0.750 -0.364
C 3.324155 0.762742 3.046724 0.225 -0.082 0.234
H 4.206742 1.063149 2.465441 -0.108 -0.095 0.140
H 3.233044 -0.334051 2.978785 0.136 0.133 0.030
H 3.504655 1.017499 4.101278 0.196 -0.180 -0.131
C 0.865460 1.569317 3.286407 0.447 0.711 -1.534
C 0.552596 0.959805 4.601106 -0.179 0.107 0.215
H 0.206454 1.729609 5.304043 -0.008 -0.171 0.136
H 1.436726 0.478474 5.027292 -0.095 -0.041 0.067
H -0.243656 0.208125 4.510263 0.060 -0.040 0.149
C -0.049078 2.315734 2.474893 1.358 -0.206 -0.182
C -1.462891 2.612443 2.837683 -0.047 0.102 0.129
H -1.973431 1.719894 3.230220 -0.029 0.119 -0.050
H -2.017091 2.971658 1.963849 -0.084 -0.034 0.113
H -1.521958 3.393003 3.614144 -0.147 -0.117 -0.105
C 3.035527 2.330289 0.333323 0.350 -0.061 -0.161
H 3.883491 2.846483 0.808300 0.053 0.004 -0.307
H 2.703021 2.924352 -0.528735 0.120 -0.118 0.143
H 3.408234 1.361013 -0.034555 0.050 0.168 -0.064
C 0.018637 3.395540 0.107212 0.007 0.342 -0.149
H -1.056603 3.188428 -0.014259 0.215 0.056 0.002
H 0.519533 3.128446 -0.833794 -0.154 0.056 0.059
H 0.131563 4.481625 0.248989 -0.145 -0.026 -0.230
C -2.003753 -4.061995 2.545207 0.251 -0.274 -0.880
H -2.719074 -4.061437 3.390066 0.356 0.612 -0.558
C -2.165403 -5.102199 1.589378 -0.094 0.921 0.718
H -3.099965 -5.705462 1.546942 1.004 0.371 0.258
C -1.148451 -5.200576 0.637889 0.455 0.960 -0.168
H -1.226221 -5.898936 -0.195835 0.165 0.023 0.272
C -0.054869 -4.322929 0.709199 0.039 -0.391 -0.244
H 0.773046 -4.431539 0.006163 -0.263 -0.010 0.133
C 0.032598 -3.271702 1.661338 -0.254 0.052 -0.790
C 1.117485 -2.216037 1.660217 0.509 -1.905 -0.569
H 1.797047 -2.169081 2.526576 -0.284 -0.138 -0.575
C 1.282483 -1.282517 -0.470448 -1.845 -0.210 -2.038
C 3.211233 -2.320244 -0.596939 -0.039 -0.393 1.210
H 4.036407 -2.875698 -0.189523 0.194 -0.098 -0.355
C 3.059180 -1.606149 -1.735373 -0.150 -0.208 -0.343
H 3.700462 -1.506129 -2.583953 0.324 -0.073 -0.157
N 1.807373 -0.995479 -1.705037 0.810 -1.122 0.990
C 1.074923 -0.293100 -2.711441 0.600 0.428 0.880
C 1.651122 0.862360 -3.248752 -0.613 0.148 -0.253
C 0.820602 1.725504 -3.967142 -0.223 -0.313 -0.155
H 1.256646 2.626139 -4.395735 -0.131 -0.036 0.107
C -0.533728 1.450464 -4.153429 0.238 -0.451 0.054
C -1.439571 2.382244 -4.896666 -0.174 0.302 -0.082
H -2.334794 2.582873 -4.297167 0.089 0.038 -0.129
H -1.774527 1.971474 -5.859850 0.127 0.021 0.218
H -0.934521 3.332145 -5.089289 -0.109 -0.047 -0.023
C -1.049106 0.255852 -3.644928 0.355 -0.051 -0.115
H -2.087570 0.005573 -3.824512 -0.106 0.041 0.043
C -0.264315 -0.643423 -2.928016 0.337 0.629 -0.180
C -0.818325 -1.937060 -2.444386 -0.562 -0.564 0.183
H -0.470003 -2.768606 -3.073285 0.010 0.132 0.133
H -1.910623 -1.919395 -2.501982 0.071 -0.023 -0.039
H -0.540275 -2.153060 -1.404558 -0.096 0.033 -0.376
C 3.098955 1.230157 -3.127066 0.392 0.371 -0.157
H 3.666154 0.800074 -3.969533 -0.102 0.057 0.232
H 3.588083 0.920509 -2.199089 -0.280 0.052 -0.134
H 3.179978 2.326336 -3.215840 0.114 -0.420 0.115
Cl -4.500818 1.344868 -2.125534 -0.226 0.273 -0.401
C -3.972650 0.575809 -0.680748 0.673 -0.277 0.988
C -4.890283 -0.044662 0.175966 0.275 -0.025 -0.139
C -4.391975 -0.698701 1.307332 0.522 0.298 -0.130
C -3.020597 -0.739672 1.529493 -0.435 0.305 -0.445
N -2.149212 -0.174657 0.661408 -1.345 -0.461 -0.841
C -2.610560 0.549177 -0.395281 -0.681 -0.753 0.534
H -5.945181 -0.017494 -0.062856 0.004 0.032 0.098
H -5.038536 -1.198685 2.013801 -0.171 0.005 -0.051
H -2.601146 -1.256101 2.397039 0.064 0.158 -0.416
H -1.880553 1.044976 -1.034379 0.004 -0.185 0.136
```
Positions in Å, forces in eV/Å.

Summary:
- LUMO (alpha / beta): 2.499 / 2.499 eV
- Maximum force: 0.0536 hartree/bohr
- Molar mass: 639.96 g/mol
- Energy relative to the best compared isomer or geometry (same formula, charge and spin): 1.453 eV
- 2S+1: 1
- E_tot: -58473.76913 eV
- Total charge: -1

The net atomic charges from Mulliken, expressed in e, are: atom 1 (In): 0.4768, atom 2 (N): -0.3190, atom 3 (N): 0.3022, atom 4 (C): 0.2187, atom 5 (C): 0.7631, atom 6 (C): 0.4978, atom 7 (C): -1.5484, atom 8 (H): 0.3748, atom 9 (H): -0.0169, atom 10 (H): 0.4716, atom 11 (C): 0.6571, atom 12 (C): -1.5634, atom 13 (H): 0.3311, atom 14 (H): 0.4163, atom 15 (H): 0.1457, atom 16 (C): 0.4444, atom 17 (C): -1.2868, atom 18 (H): 0.1393, atom 19 (H): 0.3030, atom 20 (H): 0.3526, atom 21 (C): -1.4586, atom 22 (H): 0.3772, atom 23 (H): 0.4054, atom 24 (H): 0.0572, atom 25 (C): -1.2480, atom 26 (H): 0.2869, atom 27 (H): 0.1339, atom 28 (H): 0.2827, atom 29 (C): -0.1761, atom 30 (H): 0.3144, atom 31 (C): -0.5115, atom 32 (H): 0.3048, atom 33 (C): -0.3685, atom 34 (H): 0.3642, atom 35 (C): -0.4154, atom 36 (H): 0.3375, atom 37 (C): 0.2441, atom 38 (C): -0.4243, atom 39 (H): 0.3783, atom 40 (C): -1.4156, atom 41 (C): -1.7217, atom 42 (H): 0.5182, atom 43 (C): 0.0283, atom 44 (H): 0.5926, atom 45 (N): 1.1170, atom 46 (C): 0.2461, atom 47 (C): 1.4092, atom 48 (C): -0.9304, atom 49 (H): 0.3074, atom 50 (C): 0.6719, atom 51 (C): -1.4928, atom 52 (H): 0.2687, atom 53 (H): 0.3131, atom 54 (H): 0.3580, atom 55 (C): -0.9418, atom 56 (H): 0.4632, atom 57 (C): 0.7145, atom 58 (C): -1.2476, atom 59 (H): 0.3856, atom 60 (H): 0.3215, atom 61 (H): 0.0837, atom 62 (C): -1.9728, atom 63 (H): 0.3360, atom 64 (H): 0.3229, atom 65 (H): 0.4028, atom 66 (Cl): -0.2580, atom 67 (C): -0.0487, atom 68 (C): -0.3622, atom 69 (C): -1.0939, atom 70 (C): -0.1225, atom 71 (N): 0.1561, atom 72 (C): -0.4839, atom 73 (H): 0.4261, atom 74 (H): 0.4046, atom 75 (H): 0.6039, atom 76 (H): 0.5965